Entry 1:
Density functional theory data (ωB97M-V/def2-TZVPD) for a 2-piece molecular cluster, C5H14NO overall.

- Charge: 0
- Spin multiplicity: 2
- Energy relative to the best compared isomer or geometry (same formula, charge and spin): 63.3 kcal/mol
- HOMO-LUMO gap (alpha / beta): 3.48 / 10.12 eV

Element x y z (Å)
C (2.1123, -1.1938, 1.4552)
H (0.6544, -0.0240, -0.7390)
H (-0.4766, -1.5535, -2.1791)
H (3.1559, -0.9954, 1.6468)
C (-0.9721, 1.0453, -1.4281)
C (-0.8138, -1.4408, -1.1504)
O (-0.1494, -0.9134, 2.1367)
H (1.4888, -0.3123, 3.2740)
H (-0.7017, 0.8988, -2.4745)
C (1.2082, -0.7818, 2.3412)
H (-0.5990, -0.6145, 2.9325)
H (-1.8990, -1.4792, -1.0928)
H (-0.9092, 3.1867, -1.4500)
H (1.8324, -1.7733, 0.5901)
C (-0.4586, 2.3676, -0.8889)
H (-0.3610, -2.1809, -0.4972)
H (-0.5770, -0.0096, 0.3448)
N (-0.3840, -0.0973, -0.6767)
H (-2.0542, 0.9684, -1.3270)
H (-0.7225, 2.4761, 0.1640)
H (0.6262, 2.4268, -0.9815)

Force components x, y, z for each atom (eV/Å):
-0.370 0.048 0.395
0.361 -0.027 -0.358
0.050 -0.070 0.015
0.021 -0.083 -0.032
-0.102 0.095 -0.005
-0.030 0.320 0.023
0.507 -0.089 0.026
0.017 0.221 -0.060
0.035 -0.004 -0.008
0.162 -0.284 -0.187
-0.308 0.042 0.022
-0.009 -0.092 0.038
-0.002 0.026 -0.015
0.069 0.076 -0.127
0.014 -0.139 0.036
-0.048 -0.108 -0.054
-0.322 -0.029 -0.245
-0.052 0.054 0.553
0.003 -0.038 -0.014
-0.006 0.049 0.007
0.008 0.030 -0.013


Entry 2:
Density functional theory data (ωB97M-V/def2-TZVPD) for C12H21AuB2F4N4O5 as an isolated structure.

- Charge: +2
- Spin multiplicity: 1
- Energy relative to the best compared isomer or geometry (same formula, charge and spin): 12.9 kcal/mol
- HOMO-LUMO gap: 7.78 eV

Element x y z (Å)
H (-1.4897, 0.3626, 2.6145)
H (1.1153, 3.2058, 3.8932)
C (-2.4063, -1.7079, 0.2884)
H (3.6497, 1.7162, -2.8983)
C (2.6127, 0.8819, 3.5396)
N (-1.9760, -0.5343, -0.0227)
F (2.0490, -3.7517, -2.7909)
H (-1.0470, -4.8871, -0.3392)
H (0.4806, 3.4501, -3.4407)
H (2.0934, 3.5044, -2.7209)
F (0.2075, -2.3704, -3.2422)
Au (-0.2590, -0.4610, -1.0173)
H (0.0969, 3.0056, 2.4025)
C (1.7941, 0.7577, -2.4976)
H (1.8488, 3.3653, 2.3372)
H (-4.3486, -2.5274, 0.3053)
C (-3.6964, -1.9592, 0.9733)
F (-2.6808, 1.0851, -1.9817)
H (-4.1838, -1.0239, 1.2318)
O (0.5610, 0.5428, 2.3806)
C (-1.7867, -4.2511, 0.1383)
C (0.8628, 1.8732, -2.0991)
B (1.2392, -2.7642, -2.4251)
C (-1.4778, -2.8234, -0.1141)
H (2.5780, -0.1931, 3.6846)
H (3.4699, 1.1239, 2.8926)
H (-0.5728, 0.3762, 4.1385)
F (-3.2573, 2.7015, -0.3778)
C (2.9874, 0.9755, -3.3488)
H (2.6699, 1.3631, -4.3200)
H (-0.4934, -1.0646, 3.1035)
H (-1.7948, -4.4542, 1.2116)
C (1.0485, 3.2829, -2.5202)
N (1.4462, -0.3951, -2.0402)
C (1.0586, 2.8183, 2.8693)
H (-2.7789, -4.4862, -0.2499)
N (-0.4000, -2.4168, -0.6906)
H (-3.5445, -2.5651, 1.8681)
C (1.3944, 1.3912, 2.9045)
C (-0.5902, 0.0152, 3.1134)
H (2.8024, 1.4394, 4.4603)
O (-2.5636, 0.6046, 0.3201)
H (3.5263, 0.0440, -3.4932)
B (-2.4659, 1.7090, -0.7826)
N (-0.1310, 1.4867, -1.3769)
H (0.6530, 3.9607, -1.7670)
O (2.1349, -1.5084, -2.2051)
O (0.5885, -3.2010, -1.0730)
O (-1.0246, 2.3032, -0.8362)

Force components x, y, z for each atom (eV/Å):
0.002 -0.001 -0.067
-0.089 0.038 -0.002
0.054 -0.059 -0.018
0.013 -0.009 0.003
0.055 0.107 -0.352
0.025 -0.072 0.041
-0.024 0.020 -0.007
-0.001 -0.002 0.003
0.007 0.002 -0.006
0.001 0.003 0.001
-0.020 0.004 -0.014
0.060 -0.081 -0.126
-0.046 0.029 0.055
-0.060 0.079 0.016
0.011 -0.042 0.039
-0.006 0.000 0.004
0.024 0.019 -0.004
-0.009 -0.008 -0.002
-0.007 -0.005 -0.002
0.998 0.406 0.037
0.008 0.021 -0.014
0.036 -0.067 -0.030
0.054 -0.051 0.013
-0.053 0.059 0.033
0.010 -0.012 0.068
-0.032 -0.005 -0.001
0.040 0.006 -0.009
0.002 -0.014 -0.001
-0.021 -0.011 -0.005
0.008 0.014 0.005
-0.003 -0.032 -0.039
0.000 -0.004 0.000
0.002 -0.014 0.020
-0.037 0.002 -0.048
0.188 -0.099 -0.158
0.000 -0.007 0.004
-0.023 -0.057 -0.061
-0.003 -0.002 -0.001
-0.546 -0.145 0.217
-0.614 -0.081 0.309
0.008 -0.055 0.030
-0.008 0.021 0.018
-0.001 0.000 -0.003
0.001 0.047 -0.018
0.047 0.022 0.055
-0.008 0.004 -0.009
-0.016 0.023 0.010
-0.031 0.027 0.001
0.003 -0.014 0.015


Entry 3:
Density functional theory data (ωB97M-V/def2-TZVPD) for C32H28F3N6S2Ti as an isolated structure.

- Charge: +1
- Spin multiplicity: 3
- Energy relative to the best compared isomer or geometry (same formula, charge and spin): 13.8 kcal/mol
- HOMO-LUMO gap (alpha / beta): 6.42 / 7.61 eV

Element x y z (Å)
H (-3.0514, 0.8593, -0.5119)
C (0.6290, 4.8414, -1.8829)
H (-0.7800, -4.0578, 0.7397)
N (1.8496, 1.1716, 2.0662)
H (0.5314, -4.7270, -0.2175)
H (-2.0068, -4.3252, -0.9837)
C (4.0349, 3.6606, 4.7762)
H (1.5890, -3.0843, -1.7994)
H (0.4522, -4.2171, -2.5497)
N (0.3173, 1.3726, -0.8142)
C (0.4361, -2.1303, 2.0127)
H (1.3786, 5.4593, -2.3581)
C (-1.5482, 4.5776, -0.8731)
C (-0.3663, -0.0845, -3.8404)
C (3.0962, 0.8772, 2.4269)
H (-2.0322, 2.6327, -0.0991)
C (-4.7366, -0.4493, -0.7207)
C (0.0978, -3.7905, 0.1501)
H (-1.5588, 0.4469, 1.8244)
H (-1.4748, 0.2643, 4.2911)
H (-0.8015, 6.4166, -1.6944)
H (1.8454, -2.5365, 0.4583)
C (-1.3027, 3.2402, -0.6192)
H (1.1547, -3.0871, 3.7838)
N (-2.4220, -1.0703, -0.8382)
C (-0.1188, -0.3133, -5.1805)
C (3.8433, 1.6564, 3.2960)
C (-4.1318, -2.7181, -1.1164)
H (-6.1631, -2.0422, -0.9687)
H (4.8543, 1.3778, 3.5598)
C (-0.9734, -0.3332, 2.3013)
H (-0.2984, 0.4684, -5.9040)
H (-0.0547, -1.5332, 5.3056)
S (2.3129, 2.5678, -1.9469)
C (-5.1185, -1.7655, -0.9365)
H (0.5662, -1.7709, -6.6030)
C (1.1075, -3.0788, 1.0563)
C (-0.5923, 5.3728, -1.5063)
H (1.6479, -3.8358, 1.6251)
C (-2.7990, -2.3368, -1.0707)
C (-0.9204, -0.4294, 3.6760)
H (-2.4894, 5.0159, -0.5698)
C (0.3605, -1.5563, -5.5634)
C (-0.0868, 2.6875, -1.0099)
C (3.2608, 2.8061, 3.8051)
H (3.5194, -0.0185, 1.9865)
C (1.3126, 2.2841, 2.5558)
C (-1.7356, -3.3559, -1.4099)
C (-0.1347, -1.4259, 4.2324)
C (1.5624, 1.1709, -1.2209)
H (-5.4654, 0.3367, -0.5875)
H (0.3048, 2.5169, 2.2264)
H (-0.7329, 0.8746, -3.4919)
Ti (-0.2635, -0.7402, -0.6840)
C (0.5689, -2.5233, -4.5928)
N (-0.3057, -1.1473, 1.4769)
F (5.2818, 3.8901, 4.3393)
F (3.4497, 4.8473, 4.9811)
S (2.3285, -0.3376, -1.0748)
C (0.3077, -2.2101, -3.2697)
H (-1.7664, -3.4908, -2.4951)
C (0.8733, 3.4993, -1.6270)
N (-0.3568, -2.9819, -1.0142)
N (-0.1558, -1.0099, -2.9007)
C (1.9721, 3.1387, 3.4276)
H (-4.3869, -3.7541, -1.2959)
H (0.9366, -3.5062, -4.8546)
H (1.4945, 4.0362, 3.7932)
C (0.5627, -3.1989, -2.1558)
F (4.1393, 3.0517, 5.9706)
C (0.5416, -2.2903, 3.3857)
C (-3.3901, -0.1553, -0.6764)

Force components x, y, z for each atom (eV/Å):
-0.015 -0.010 -0.005
-0.009 0.021 0.002
-0.008 0.060 0.008
-0.061 0.023 0.020
-0.030 0.001 -0.009
0.000 0.008 -0.005
-0.006 -0.011 -0.006
-0.029 0.056 -0.003
0.047 -0.016 0.087
-0.132 -0.052 -0.091
0.024 -0.027 -0.063
0.003 0.012 -0.005
0.002 0.009 -0.006
-0.001 0.068 0.051
0.024 -0.001 0.008
-0.008 0.014 0.000
-0.043 -0.065 -0.009
0.043 0.002 0.010
-0.007 -0.015 0.015
-0.007 0.012 -0.005
-0.004 0.009 -0.002
-0.028 0.012 0.005
-0.023 -0.009 0.010
0.002 -0.009 -0.001
-0.340 -0.203 0.035
0.014 -0.033 -0.026
-0.009 -0.001 -0.016
-0.006 0.026 0.062
-0.011 0.000 -0.003
0.003 -0.002 0.000
0.002 0.158 -0.140
0.000 0.010 0.000
0.001 -0.005 0.007
-0.107 0.031 0.094
0.031 0.043 0.009
0.000 -0.004 -0.010
-0.049 -0.015 -0.008
0.007 -0.014 0.000
-0.012 0.006 0.011
0.023 -0.035 -0.062
0.029 -0.038 0.017
-0.008 0.002 0.003
-0.015 0.031 0.031
0.084 0.026 -0.016
0.002 0.012 0.002
0.003 -0.012 0.005
0.035 0.028 -0.015
0.039 -0.017 -0.083
0.012 -0.013 -0.084
0.062 0.018 0.024
-0.004 0.009 0.005
-0.017 0.002 0.010
-0.001 -0.008 -0.004
0.352 0.403 -0.157
-0.016 0.013 0.033
0.131 -0.192 0.222
0.007 -0.001 -0.007
-0.006 0.010 -0.003
0.011 -0.058 0.105
0.017 -0.049 0.050
0.010 0.046 0.022
0.041 -0.044 -0.002
-0.131 -0.207 -0.070
0.041 -0.116 -0.050
0.007 -0.001 0.001
0.002 -0.008 -0.007
0.003 -0.011 0.002
0.000 0.003 0.000
-0.067 0.013 -0.125
-0.002 -0.008 0.005
-0.003 0.044 0.068
0.100 0.068 0.061


Entry 4:
Density functional theory data (ωB97M-V/def2-TZVPD) for one molecule with the formula C6H18N2Si.

- Charge: 0
- SMILES: CCC(CC)[Si](C)(N)N
- Spin multiplicity: 1
- Energy relative to the best compared isomer or geometry (same formula, charge and spin): 52.6 kcal/mol
- HOMO-LUMO gap: 9.52 eV

Element x y z (Å)
C (-1.5185, -1.0090, 0.2670)
H (-0.2938, 0.1366, -2.7891)
H (-2.0263, -0.1568, -0.2600)
C (0.5976, 1.3432, 2.2008)
H (0.4589, -1.5471, 0.5809)
N (0.0295, 2.1838, -0.5343)
H (-0.1503, 3.0353, 0.1009)
H (0.4254, 2.6839, -1.3416)
H (-1.7619, 0.0509, 2.2527)
H (-1.5448, -1.0802, -2.8038)
H (0.0337, -1.3566, -3.7438)
N (2.9733, 0.6892, -0.1489)
C (-1.8562, -0.9900, 1.7042)
C (-0.4181, -0.8757, -2.8036)
H (1.1693, 0.6443, 2.9656)
H (1.2364, 2.2057, 2.4910)
H (0.1119, -2.4701, -1.4117)
H (3.2094, 1.2142, -1.0326)
Si (0.7996, 0.8551, 0.4167)
H (-2.8171, -1.3487, 2.0141)
H (-0.4663, 1.5254, 2.4902)
H (1.4380, -1.1410, -1.5868)
H (-1.1843, -1.5917, 2.2949)
H (-1.9614, -1.9798, -0.3141)
C (0.0125, -0.8988, -0.1026)
H (3.2204, 1.3192, 0.6380)
C (0.2831, -1.4414, -1.5440)

Force components x, y, z for each atom (eV/Å):
-0.652 -0.296 -3.437
0.337 2.855 -0.429
0.182 -0.714 0.398
1.857 -0.621 2.280
1.282 -1.384 0.982
0.263 1.872 1.803
0.140 -1.907 -0.931
0.051 -1.136 0.236
-0.258 -1.795 -1.478
1.502 0.158 0.001
-0.672 0.824 1.391
-3.068 0.978 0.997
0.504 1.919 2.701
-1.021 -3.573 0.106
-1.774 0.506 -1.580
-0.733 0.239 -0.793
0.228 -1.565 -0.389
-0.712 -0.474 1.257
1.671 -0.285 -3.272
-0.835 -0.157 -0.421
1.062 -0.205 -0.112
-2.106 -1.387 -0.568
0.568 -0.477 0.110
1.052 1.976 1.563
-2.128 2.271 -0.400
0.430 -0.309 -0.737
2.831 2.686 0.723


Entry 5:
Density functional theory data (ωB97M-V/def2-TZVPD) for C11H20ClFeIN2O2P as an isolated structure.

- Charge: +2
- Spin multiplicity: 6
- HOMO-LUMO gap (alpha / beta): 6.37 / 5.95 eV

Element x y z (Å)
H (-1.8648, -1.1090, 5.0299)
O (-2.1879, 1.1367, -0.0280)
H (-0.3462, 3.0045, -3.5827)
H (-1.5584, 1.7702, -3.1250)
C (2.0188, 2.3899, -1.9732)
C (-0.7062, 2.3588, -2.7674)
Cl (2.6010, -1.3842, -1.0324)
Fe (0.7444, -0.5413, -0.6077)
H (0.1087, -0.1414, -4.1359)
N (-1.0573, -0.5665, 2.0007)
P (0.6248, 1.2618, -2.2172)
C (-1.4131, 0.4270, -0.5852)
H (0.9797, -4.1445, 1.2040)
H (1.7121, -0.4925, -3.4720)
C (-1.5558, -1.3898, 2.9527)
H (-1.2640, 0.4366, 1.9935)
H (-1.3002, -3.5614, 3.1427)
C (-1.0979, -2.6634, 2.5921)
H (1.8842, 0.3555, 1.6946)
H (2.9003, 1.8203, -1.6614)
H (1.9900, 2.1113, 2.0138)
H (-0.5400, -4.3307, 0.3345)
H (2.2303, 2.9257, -2.9072)
C (-2.3569, -0.9043, 4.0695)
H (-3.3246, -1.4194, 4.0990)
H (1.7645, 3.1024, -1.1806)
H (-2.5589, 0.1751, 4.0068)
I (-2.3838, -0.9426, -2.0171)
H (-1.0458, 2.9829, -1.9321)
H (0.7074, -3.2354, -0.2967)
N (-0.3016, -1.2270, 1.0889)
C (-0.3523, -2.5346, 1.4127)
H (1.4861, 0.9924, -4.4699)
C (0.3936, 1.5620, 0.6938)
C (1.0217, 0.3188, -3.7332)
H (2.5143, 1.4137, 0.4628)
C (0.2301, -3.6039, 0.6149)
O (-0.4503, 2.2942, 1.0654)
C (1.7540, 1.3521, 1.2523)

Force components x, y, z for each atom (eV/Å):
-0.049 0.054 -0.269
2.080 -1.859 -1.836
0.077 -0.279 0.277
0.188 0.182 0.012
0.202 -0.058 0.260
-0.615 0.065 0.506
0.821 -0.157 -0.069
-2.023 0.004 1.019
0.232 0.261 0.039
-0.527 0.389 1.220
1.029 0.811 -2.068
-4.272 2.139 2.061
-0.050 0.067 -0.189
-0.025 0.272 -0.280
1.329 -0.794 -1.497
0.293 -0.796 -0.270
-0.029 -0.236 -0.039
-0.224 0.401 0.139
-0.392 0.094 -0.043
-0.008 0.150 -0.199
-0.346 -0.121 -0.221
0.109 0.150 0.016
-0.041 -0.086 0.245
-0.754 0.383 0.846
0.182 0.080 -0.025
0.111 0.073 -0.218
0.113 -0.326 -0.002
0.325 -0.761 -0.495
0.013 0.022 -0.232
-0.016 -0.153 0.067
0.479 0.263 -1.021
-1.066 0.729 1.593
-0.212 -0.215 0.193
-0.742 2.015 2.251
0.087 -0.399 0.150
-0.212 0.045 0.093
0.564 -0.744 -0.475
1.910 -1.604 -1.486
1.461 -0.062 -0.056


Entry 6:
Density functional theory data (ωB97M-V/def2-TZVPD) for BeH12O6 as an isolated structure.

- Charge: +2
- Spin multiplicity: 1
- Energy relative to the best compared isomer or geometry (same formula, charge and spin): 7.7 kcal/mol
- HOMO-LUMO gap: 11.76 eV

Element x y z (Å)
H (-0.3654, 2.5016, 0.2240)
H (1.5987, -2.0903, -1.6590)
H (-3.0333, 0.2300, -0.7704)
H (1.6409, 0.3824, -1.3534)
H (1.5178, 0.7258, 2.2883)
O (-0.7511, -0.8422, 0.8894)
H (-0.7338, -1.7288, 0.5453)
H (-1.3106, -0.9673, 1.7290)
H (0.4083, 0.9263, -2.0663)
O (-2.2507, 0.6274, -1.1428)
H (2.1385, -0.5569, 1.5012)
O (0.7607, 0.6501, -1.1901)
H (1.1138, -2.8712, -0.4845)
O (1.2983, -2.0272, -0.7687)
H (-1.1960, 2.1051, 1.4429)
O (-0.3929, 1.8635, 0.9643)
O (1.6211, 0.2696, 1.4568)
Be (0.2364, 0.4293, 0.4487)
H (-2.3005, 0.3728, -2.0547)

Force components x, y, z for each atom (eV/Å):
0.077 0.024 0.259
0.385 -0.378 -1.134
-0.569 -0.091 0.297
1.886 -0.531 -0.197
0.508 0.093 0.824
-1.448 0.067 2.252
0.372 -0.626 -0.970
1.127 0.779 -1.490
-0.264 -0.140 0.941
0.722 0.253 0.556
-0.118 0.424 0.338
-1.645 0.712 0.352
-0.337 -3.302 0.843
0.047 3.420 0.445
-0.215 -0.286 0.271
0.171 0.450 -0.828
-0.586 -0.348 -1.659
0.019 -0.443 -0.145
-0.132 -0.076 -0.954